Density functional theory data (the ωB97M-V functional and the def2-TZVPD basis) for a cluster of 2 separate species, C2H3N2O2 in total at a distorted geometry.

highest occupied orbital energy = -15.1 eV
ΔE to the lowest compared entry with this formula, charge and spin = 4.5098 eV
LUMO energy = -4.95 eV

```
! wB97M-V def2-TZVPD RIJCOSX def2/J DEFGRID3
* xyz 1 1
C 2.252 -0.392 -1.341
C -0.141 1.251 -0.151
N 1.310 -0.164 -0.560
N -0.871 0.794 0.556
O 3.237 -0.532 -1.946
O 0.891 -1.114 0.318
H 0.347 1.919 -0.856
H -1.230 0.059 1.204
H 1.589 -1.815 0.236
*
```

Atomic partial charges in e from the Mulliken method, atoms 1 to 8: 0.636 0.147 -0.193 -0.017 -0.260 -0.387 0.353 0.388



Density functional theory data (the ωB97M-V functional and the def2-TZVPD basis) for a cluster of 6 separate species, C21H41F3NO15 in total at a distorted geometry.

highest occupied orbital energy = -12.2 eV
ΔE to the lowest compared entry with this formula, charge and spin = 1.9279 eV
LUMO energy = -1.57 eV

```
! wB97M-V def2-TZVPD RIJCOSX def2/J DEFGRID3
* xyz 1 1
N -0.059 0.054 -0.410
H -0.647 -0.027 0.469
H 0.803 0.488 -0.545
H -0.301 0.736 -0.953
H -0.185 -0.676 -0.982
C 3.549 -1.054 1.534
C 3.891 -2.096 2.441
O 2.967 -3.074 2.220
C 2.140 -2.689 1.181
O 1.181 -3.285 0.767
O 2.490 -1.412 0.834
F 3.721 -1.700 3.701
H 4.607 -0.779 0.831
H 3.274 -0.122 1.830
H 4.822 -2.763 2.488
C 2.190 -0.382 5.996
C 1.105 -1.599 5.943
O 0.265 -1.165 4.927
C 0.755 -0.243 4.141
O 0.342 0.050 3.065
O 1.910 0.193 4.771
F 0.590 -1.831 7.143
H 3.224 -0.640 6.166
H 2.062 0.443 6.708
H 1.712 -2.424 5.568
C -3.998 1.448 0.534
C -4.523 2.857 0.995
O -3.630 3.768 0.558
C -2.611 3.213 -0.088
O -1.646 3.728 -0.586
O -2.725 1.792 0.009
F -4.656 2.910 2.354
H -4.481 0.901 -0.290
H -3.792 0.803 1.427
H -5.615 2.813 0.622
C -0.602 2.081 -3.961
O -1.089 1.177 -3.089
C -2.500 1.069 -3.283
C -3.125 -0.235 -2.824
O -2.632 -0.662 -1.771
C -3.183 -1.811 -1.191
C -2.512 -2.199 0.213
O -2.622 -1.283 1.234
C -2.210 -1.757 2.488
H -0.314 1.483 -4.775
H 0.444 2.595 -3.689
H -1.012 3.048 -4.080
H -3.004 1.454 -4.204
H -2.932 1.935 -2.616
H -2.945 -1.081 -3.697
H -4.253 -0.227 -2.743
H -2.760 -2.622 -1.979
H -4.194 -1.706 -1.200
H -1.626 -2.567 0.022
H -3.006 -3.087 0.502
H -2.826 -2.602 2.766
H -2.163 -1.213 3.553
H -1.114 -2.078 2.368
C 1.384 3.082 1.146
O 2.195 2.212 0.254
C 2.383 2.635 -1.047
C 2.944 1.591 -1.964
O 2.370 0.494 -1.966
C 2.994 -0.622 -2.555
C 2.045 -1.331 -3.498
O 0.988 -1.648 -2.828
C 0.091 -2.289 -3.689
H 0.425 2.882 0.816
H 1.737 4.157 0.946
H 1.463 3.091 2.227
H 3.030 3.552 -1.017
H 1.457 2.695 -1.369
H 4.089 1.389 -1.733
H 2.988 2.036 -2.834
H 3.187 -1.320 -1.756
H 3.745 -0.265 -3.141
H 2.643 -2.258 -3.851
H 1.888 -0.504 -4.062
H 0.582 -3.214 -3.990
H -0.362 -1.683 -4.536
H -0.782 -2.594 -2.976
*
```

Atomic partial charges in e from the Mulliken method, atoms 1 to 8: 1.822 0.022 -0.582 -0.031 -0.139 -0.600 0.182 -0.346



Density functional theory data (the ωB97M-V functional and the def2-TZVPD basis) for a structure of composition C18H29AsGeMoSbSe4Si2 at a distorted geometry.

highest occupied orbital energy = -16.3 eV
ΔE to the lowest compared entry with this formula, charge and spin = 0.0000 eV
LUMO energy = -10.60 eV

```
! wB97M-V def2-TZVPD RIJCOSX def2/J DEFGRID3
* xyz 3 1
Mo 0.184 -1.783 1.453
Se 4.082 0.612 1.007
Sb 3.639 -1.358 2.190
Se 1.942 -2.943 0.550
Se 0.866 -1.203 3.517
Se 4.454 -2.972 3.619
C 0.910 3.126 1.845
Si -0.732 2.313 1.671
C -1.511 1.649 3.180
C -1.872 2.917 0.362
As 0.160 0.275 0.254
Si 4.107 3.373 -1.897
C 2.722 4.459 -2.307
C 4.431 1.930 -2.936
C 5.203 3.779 -0.515
H 0.979 3.657 2.799
H 1.057 3.855 1.044
H 1.718 2.394 1.814
H -1.788 2.485 3.833
H -0.835 1.012 3.748
H -2.426 1.103 2.947
H -2.616 3.591 0.800
H -2.417 2.099 -0.108
H -1.339 3.470 -0.413
H 1.796 3.889 -2.422
H 2.926 4.933 -3.276
H 2.581 5.252 -1.572
H 3.602 1.722 -3.613
H 4.636 1.048 -2.322
H 5.330 2.115 -3.540
H 4.649 3.840 0.428
H 5.666 4.758 -0.683
H 5.995 3.035 -0.404
Ge -1.914 -1.025 -0.175
C -2.275 -1.749 -1.897
C -3.415 -1.285 -2.553
C -3.768 -1.839 -3.777
C -2.999 -2.852 -4.330
C -1.847 -3.296 -3.689
C -1.476 -2.738 -2.476
C -1.864 -2.509 1.247
C -2.465 -2.253 2.508
C -2.698 -3.294 3.390
C -2.315 -4.591 3.056
C -1.709 -4.867 1.831
C -1.487 -3.843 0.924
H -3.054 -0.159 0.361
H -4.028 -0.502 -2.121
H -4.653 -1.486 -4.291
H -3.293 -3.295 -5.272
H -1.242 -4.075 -4.134
H -0.553 -3.060 -2.004
H -2.793 -1.252 2.756
H -3.191 -3.101 4.334
H -2.499 -5.398 3.754
H -1.443 -5.883 1.571
H -1.118 -4.080 -0.065
*
```

Atomic partial charges in e from the Mulliken method, atoms 1 to 8: 0.283 -0.173 0.745 -0.181 -0.320 -0.214 -0.840 0.469



Density functional theory data (the ωB97M-V functional and the def2-TZVPD basis) for a cluster of 2 separate species, C4H8N3O2 in total at a distorted geometry.

highest occupied orbital energy (alpha / beta) = -14.5 / -13.6 eV
ΔE to the lowest compared entry with this formula, charge and spin = 6.2195 eV
LUMO energy (alpha / beta) = -5.26 / -6.63 eV

```
! wB97M-V def2-TZVPD RIJCOSX def2/J DEFGRID3
* xyz 1 1
C -1.214 0.301 -0.969
C 0.442 0.042 0.349
C -2.541 0.747 -1.405
C 1.823 -1.374 -1.148
N -0.362 -0.431 -1.608
N 0.682 -0.600 -0.766
N 1.040 0.742 3.432
O -0.737 0.617 0.268
O 1.519 0.011 2.571
H -2.937 1.481 -0.710
H -2.487 1.167 -2.407
H -3.215 -0.109 -1.443
H 2.432 -0.812 -1.857
H 2.406 -1.605 -0.261
H 1.480 -2.286 -1.636
H 0.285 0.405 4.040
H 1.383 1.704 3.547
*
```

Atomic partial charges in e from the Mulliken method, atoms 1 to 8: 0.683 0.053 -1.011 -0.755 -0.761 0.733 -0.008 -0.209



Density functional theory data (the ωB97M-V functional and the def2-TZVPD basis) for a cluster of 6 separate species, C42H88NO8 in total at a distorted geometry.

highest occupied orbital energy = -10.6 eV
LUMO energy = -3.32 eV

```
! wB97M-V def2-TZVPD RIJCOSX def2/J DEFGRID3
* xyz 1 1
C 3.427 0.236 1.383
O 2.935 1.397 2.100
C 3.822 2.543 1.970
C 3.188 3.517 0.850
C 3.563 5.067 1.031
C 2.504 5.948 0.208
C 3.007 6.310 -1.299
C 1.793 6.171 -2.375
C 1.739 4.588 -2.753
C 0.211 4.077 -2.995
N 0.025 2.809 -2.206
C 0.507 1.598 -3.003
C 2.004 1.162 -2.535
O 2.395 -0.040 -2.605
C -1.388 2.528 -1.785
O -1.996 3.585 -1.034
C -3.247 3.200 -0.461
C -3.969 1.846 -0.634
C -5.356 1.489 0.026
C -5.969 0.022 -0.223
C -6.072 2.534 0.912
C -5.362 3.918 1.093
C -3.979 4.273 0.434
C -3.432 5.748 0.703
C -3.865 6.760 -0.501
C -1.866 5.839 1.064
H 2.529 -0.266 0.860
H 4.242 0.457 0.614
H 3.781 -0.534 2.172
H 4.887 2.189 1.718
H 3.882 3.036 3.002
H 3.634 3.163 -0.160
H 2.050 3.368 0.907
H 4.650 5.307 0.759
H 3.448 5.364 2.143
H 1.505 5.366 0.159
H 2.281 6.969 0.701
H 3.794 5.519 -1.562
H 3.491 7.342 -1.339
H 2.027 6.730 -3.346
H 0.833 6.510 -1.860
H 2.258 4.045 -1.885
H 2.404 4.393 -3.681
H -0.565 4.893 -2.752
H 0.129 3.921 -4.138
H 0.602 2.787 -1.332
H -0.143 0.671 -2.833
H 0.536 1.788 -4.126
H 2.755 1.901 -2.077
H -2.047 2.355 -2.718
H -1.369 1.508 -1.236
H -3.513 1.019 -1.275
H -5.589 -0.397 -1.232
H -7.107 0.068 -0.163
H -5.600 -0.701 0.582
H -7.081 2.260 1.374
H -5.928 4.676 1.754
H -3.999 6.150 1.629
H -4.997 6.713 -0.712
H -3.656 7.831 -0.111
H -3.225 6.613 -1.435
H -1.755 6.378 2.074
H -1.475 4.774 1.183
H -1.313 6.448 0.261
C 1.264 -5.464 -0.451
C 0.149 -5.291 -1.466
O -0.438 -3.994 -1.449
C 0.424 -2.908 -1.752
C 1.027 -2.979 -3.143
H 0.923 -5.183 0.549
H 1.604 -6.502 -0.430
H 2.126 -4.835 -0.690
H -0.653 -5.995 -1.228
H 0.492 -5.540 -2.476
H 1.204 -2.818 -0.989
H -0.187 -2.003 -1.679
H 1.710 -3.826 -3.242
H 1.590 -2.070 -3.361
H 0.245 -3.101 -3.898
C 7.111 5.644 5.295
C 6.680 6.444 4.078
O 5.301 6.788 4.084
C 4.856 7.603 5.160
C 5.534 8.961 5.213
H 6.472 4.767 5.426
H 8.147 5.315 5.188
H 7.042 6.238 6.210
H 6.842 5.835 3.184
H 7.296 7.341 3.958
H 4.965 7.071 6.111
H 3.784 7.753 5.009
H 6.599 8.868 5.442
H 5.080 9.584 5.987
H 5.449 9.473 4.251
C 0.084 -11.954 -0.605
C 0.002 -10.686 0.228
O 0.228 -9.499 -0.523
C -0.687 -9.235 -1.576
C -2.120 -9.060 -1.106
H 1.026 -11.993 -1.157
H 0.011 -12.836 0.036
H -0.726 -12.005 -1.337
H 0.782 -10.721 0.993
H -0.952 -10.624 0.760
H -0.617 -10.011 -2.345
H -0.356 -8.304 -2.045
H -2.525 -9.991 -0.700
H -2.760 -8.753 -1.936
H -2.178 -8.306 -0.316
C 1.238 -13.140 5.020
C 0.814 -12.344 3.799
O -0.561 -11.980 3.809
C -0.988 -11.149 4.880
C -0.290 -9.801 4.917
H 0.587 -14.006 5.162
H 2.269 -13.486 4.911
H 1.183 -12.538 5.931
H 0.962 -12.963 2.909
H 1.442 -11.457 3.668
H -0.882 -11.674 5.835
H -2.059 -10.985 4.733
H 0.775 -9.907 5.141
H -0.731 -9.164 5.688
H -0.372 -9.296 3.951
C -5.900 4.600 -6.534
C -4.529 4.009 -6.259
O -4.031 4.310 -4.960
C -4.798 3.832 -3.863
C -4.925 2.320 -3.825
H -5.905 5.674 -6.334
H -6.186 4.432 -7.575
H -6.667 4.147 -5.900
H -3.815 4.436 -6.969
H -4.524 2.927 -6.427
H -5.782 4.310 -3.849
H -4.280 4.164 -2.958
H -5.506 1.944 -4.671
H -5.426 2.002 -2.908
H -3.938 1.848 -3.871
*
```

Atomic partial charges in e from the Mulliken method, atoms 1 to 8: -0.427 -0.436 -0.565 0.639 -0.688 0.203 -0.975 -0.676



Density functional theory data (the ωB97M-V functional and the def2-TZVPD basis) for a structure of composition C33H25ClEuF5N10O8S2 at a distorted geometry.

expectation value of S² = 12.009
highest occupied orbital energy (alpha / beta) = -2.0 / -2.0 eV
LUMO energy (alpha / beta) = 3.86 / 3.86 eV

```
! wB97M-V def2-TZVPD RIJCOSX def2/J DEFGRID3
* xyz -2 7
Eu 0.296 0.295 0.307
O -4.542 0.096 0.952
C -4.666 -1.019 0.219
C -5.935 -1.389 -0.232
C -6.104 -2.537 -0.982
C -5.017 -3.349 -1.281
C -3.760 -3.001 -0.824
C -3.563 -1.841 -0.081
C -2.201 -1.488 0.391
O -1.945 -0.294 0.817
N -1.345 -2.480 0.385
N -0.091 -2.099 0.813
C 0.741 -3.069 0.958
C 2.084 -2.921 1.447
C 2.872 -4.063 1.610
C 4.135 -4.012 2.160
C 4.644 -2.775 2.559
C 3.915 -1.627 2.370
C 2.610 -1.638 1.810
O 1.943 -0.553 1.668
H -3.566 0.267 1.022
H -6.778 -0.753 0.006
H -7.091 -2.807 -1.340
H -5.162 -4.241 -1.876
H -2.894 -3.606 -1.043
H 0.396 -4.085 0.739
H 2.462 -5.015 1.292
H 4.723 -4.911 2.288
H 5.623 -2.723 3.023
H 4.326 -0.666 2.654
F -2.529 6.494 3.198
C -2.591 5.486 2.295
C -1.692 4.427 2.352
F -0.764 4.419 3.326
C -1.762 3.420 1.418
F -0.880 2.385 1.500
C -2.711 3.391 0.370
S -2.744 2.140 -0.752
C -3.609 4.484 0.363
F -4.577 4.544 -0.570
C -3.553 5.496 1.293
F -4.442 6.513 1.253
N 0.295 2.102 -1.205
C 0.594 2.949 -1.952
N 0.789 3.825 -2.842
C 1.830 4.458 -3.268
N 2.687 5.078 -3.745
O 3.531 -1.392 -2.506
Cl 2.796 -0.531 -1.645
O 2.403 0.639 -2.399
O 3.617 -0.110 -0.561
O 1.616 -1.179 -1.177
N -0.005 0.993 -4.203
C -1.100 0.512 -3.581
S -1.047 -0.877 -2.643
N -2.316 1.063 -3.820
C -2.689 2.259 -4.439
C -3.888 2.844 -4.018
C -4.326 4.027 -4.577
C -3.593 4.647 -5.581
C -2.430 4.049 -6.031
C -1.978 2.860 -5.477
H 0.866 0.676 -3.790
H 0.000 1.985 -4.408
H -3.012 0.692 -3.186
H -4.458 2.372 -3.232
H -5.243 4.473 -4.218
H -3.935 5.579 -6.011
H -1.862 4.507 -6.830
H -1.098 2.393 -5.891
C 5.530 3.058 1.488
N 4.155 2.652 1.555
C 3.501 2.307 2.791
C 2.095 1.931 2.290
O 1.151 1.627 2.979
N 2.085 2.074 0.929
C 3.290 2.444 0.538
N 3.599 2.722 -0.739
H 5.705 3.865 2.206
H 5.758 3.435 0.493
H 6.204 2.228 1.722
H 3.457 3.153 3.485
H 3.977 1.456 3.285
H 2.933 2.329 -1.400
H 4.553 2.556 -1.019
*
```

Atomic partial charges in e from the Mulliken method, atoms 1 to 8: 0.707 -0.795 0.436 -0.773 -0.234 -0.865 -0.483 0.516



Density functional theory data (the ωB97M-V functional and the def2-TZVPD basis) for the molecule C5H6N2O.

highest occupied orbital energy (alpha / beta) = -7.4 / -7.2 eV
ΔE to the lowest compared entry with this formula, charge and spin = 4.2869 eV
LUMO energy (alpha / beta) = 0.18 / 0.14 eV

```
! wB97M-V def2-TZVPD RIJCOSX def2/J DEFGRID3
* xyz 0 1
C -2.009 -0.017 0.241
N 1.530 -1.338 0.326
C 2.156 -0.275 -0.076
C 0.129 1.250 -0.066
C -0.523 0.081 -0.041
C 0.264 -1.087 -0.290
N 0.553 2.396 -0.119
O 3.234 0.194 -0.239
H 1.783 -2.061 1.015
H 0.260 2.972 -0.911
H -0.198 -1.953 -0.755
H -2.469 -0.700 -0.478
H -2.506 0.949 0.149
H -2.206 -0.412 1.242
*
```

Atomic partial charges in e from the Mulliken method, atoms 1 to 8: -1.207 0.005 0.206 0.153 0.638 -0.627 -0.543 -0.446



Number 1: E_tot -9185.8144 eV. Number 2: E_tot -62778.2280 eV. Number 3: E_tot -421998.6886 eV. Number 4: E_tot -12831.0516 eV. Number 5: E_tot -62833.8679 eV. Number 6: E_tot -133016.1005 eV. Number 7: E_tot -10305.3166 eV.